(1)
Computed, not measured: a 2-piece molecular cluster, C4H10N4O overall, with wB97M-V/def2-TZVPD.

```
19
Properties=species:S:1:pos:R:3:forces:R:3:lowdin_charge:R:1
C -1.569483 1.135521 -1.603904 0.21 0.11 -0.31 -0.085
C 1.623413 0.713030 1.394764 -1.07 0.70 0.10 -0.095
N -0.409610 0.414762 -1.182498 1.91 -0.93 1.31 -0.034
N 1.113870 -0.357895 0.533672 -0.47 -0.10 -1.53 -0.040
C 0.845488 0.576033 -1.238482 -2.82 1.83 -1.29 -0.374
C -0.377711 -0.834571 0.597531 0.46 -0.76 1.79 -0.517
N -0.708903 -1.924790 -0.207749 0.91 -0.26 -0.26 0.096
N -1.042027 -0.566302 1.652280 2.04 0.88 0.25 0.108
O 1.737810 1.153262 -1.779022 0.52 -1.12 1.07 0.105
H 1.716993 -1.165138 0.678260 -0.32 -0.23 -0.26 0.129
H -0.949064 -2.770041 0.287146 -0.05 0.08 0.13 0.089
H -0.151104 -2.082189 -1.032814 0.01 0.04 0.05 0.081
H -1.415707 -1.309299 2.227142 -1.08 0.06 -0.86 0.046
H -1.994977 0.719335 -2.519642 0.13 0.08 -0.08 0.077
H -2.319495 0.998365 -0.819531 0.03 0.25 -0.04 0.076
H -1.328523 2.190805 -1.749990 -0.27 0.05 -0.03 0.085
H 1.440814 0.538736 2.457793 0.03 -0.09 -0.14 0.079
H 2.671594 0.937439 1.202004 0.09 -0.60 -0.13 0.089
H 1.116624 1.632937 1.103041 -0.24 0.02 0.24 0.086
```
Positions in Å, forces in eV/Å.

The molecular weight comes out at 130.2 g mol⁻¹. The value obtained for the gap between HOMO and LUMO is 9.34 eV. The value obtained for the HOMO energy is -8.68 eV. For the lowest unoccupied orbital energy, the calculation gives 0.02446 Eh. Its structure (SMILES) is [H]/N=C(\N)NC.CN=C=O.

---

(2)
Computed, not measured: one molecule with the formula C4H10N4O2, with wB97M-V/def2-TZVPD.

```
20
Properties=species:S:1:pos:R:3:forces:R:3:lowdin_charge:R:1
C -0.210703 -0.359958 -2.885812 -4.19 -2.43 0.70 0.003
C -0.264678 0.397706 -0.535006 3.02 -0.85 0.87 -0.186
C -0.118359 -0.735113 0.527299 1.14 -0.63 0.03 -0.115
C 0.462952 0.682935 2.471990 1.66 -1.62 2.17 -0.050
H -0.504081 0.160717 -3.788994 0.65 0.38 -0.07 0.077
H 0.817193 -0.448552 -2.589489 0.28 0.21 -0.38 0.072
H -0.707386 -1.415481 -2.998137 1.51 1.55 -0.17 0.120
H 0.789766 0.495906 -0.939974 -1.03 0.55 1.05 0.136
H -0.596895 1.246981 -0.008673 -0.36 1.37 0.31 0.101
H 0.385756 -1.555958 0.044685 -0.38 -0.82 -0.31 0.113
H -1.000183 -1.030118 1.083769 -0.40 -0.06 -0.59 0.119
H 0.649364 0.361361 3.538985 0.58 0.28 -0.99 0.115
H -0.564551 0.744241 2.535297 -2.28 0.75 -0.79 0.063
H 1.048369 1.553374 2.289529 -0.03 0.94 -0.16 0.079
N -0.994328 0.174168 -1.712187 -1.10 -0.32 -0.65 -0.206
N 0.846312 -0.387058 1.572950 -0.05 1.57 0.73 -0.206
N 2.143605 -0.611992 1.439722 1.03 0.89 -0.67 -0.056
N -2.346988 0.183561 -1.638959 0.90 0.06 2.16 -0.005
O 2.899023 0.172784 2.044902 -1.58 -1.55 -0.41 -0.078
O -2.734191 0.370494 -0.451896 0.64 -0.27 -2.81 -0.096
```
Positions in Å, forces in eV/Å.

The molecular weight comes out at 146.2 g mol⁻¹. The value obtained for the gap between HOMO and LUMO is 9.79 eV. The value obtained for the HOMO energy is -9.40 eV. For the lowest unoccupied orbital energy, the calculation gives 0.01432 Eh. Its structure (SMILES) is CN(CCN(C)N=O)N=O.

---

(3)
Computed, not measured: one molecule with the formula C4H10N4O2, with wB97M-V/def2-TZVPD.

```
20
Properties=species:S:1:pos:R:3:forces:R:3:lowdin_charge:R:1
C -0.025729 0.404718 0.320261 -3.62 1.34 -3.48 -0.304
C -0.921356 -0.068278 1.444953 -0.41 -0.08 0.23 -0.058
N 0.859895 -0.516804 -0.271156 4.65 1.57 2.49 -0.109
C 2.117157 -0.512283 0.947528 -0.12 -1.12 -0.87 -0.393
C -1.077166 0.845898 -1.057886 0.67 -1.07 1.60 -0.384
N 0.385350 -1.721171 -0.693513 0.00 -1.44 1.04 0.036
N -1.218559 2.179172 -1.291048 0.47 0.78 0.27 0.103
O 2.614414 -1.771987 1.096013 -0.41 0.58 -0.33 0.066
N -1.700274 -0.066785 -1.698751 0.04 0.07 0.72 0.077
O 2.677128 0.420630 1.487869 -1.75 -0.60 -1.33 0.076
H 3.418316 -1.667514 1.643585 -0.41 -0.03 -0.23 0.125
H 0.480245 1.343058 0.539045 0.32 -0.34 0.16 0.117
H 1.026836 -2.152541 -1.351310 -0.72 0.37 -0.10 0.101
H -0.623991 -1.755417 -0.863312 0.72 0.21 -0.17 0.073
H -0.504246 2.806776 -0.947715 -0.19 -0.14 -0.03 0.090
H -1.667476 2.483174 -2.147511 0.11 -0.20 0.20 0.097
H -2.359341 0.307423 -2.388100 0.33 -0.01 0.04 0.048
H -1.751345 -0.682730 1.085671 0.15 0.04 -0.06 0.073
H -0.377113 -0.665952 2.181707 0.17 0.11 -0.08 0.083
H -1.352747 0.790610 1.963673 0.01 -0.04 -0.04 0.082
```
Positions in Å, forces in eV/Å.

The molecular weight comes out at 146.2 g mol⁻¹. The value obtained for the gap between HOMO and LUMO is 8.41 eV. The value obtained for the HOMO energy is -7.64 eV. For the lowest unoccupied orbital energy, the calculation gives 0.02850 Eh. Its structure (SMILES) is [H]/N=C(\N)[C@@H](C)N(N)C(=O)O.

---

Energy relative to the best compared isomer or geometry (same formula, charge and spin): 81.52 133.63 60.86 (kcal/mol)